Run a
ORCA calculation (ωB97M-V with the def2-TZVPD basis set) on a cluster of 6 separate species, C18H42N6O6 in total.

Structure (ORCA input):
```
! wB97M-V def2-TZVPD RIJCOSX def2/J DEFGRID3
* xyz 1 2
O 20.47 -20.86 -5.65
O 17.80 -13.27 0.18
O 23.07 -16.69 -2.36
O 11.03 -15.70 -0.55
O 17.28 -18.30 -0.76
O 16.45 -21.45 2.54
N 16.41 -11.43 0.26
N 15.73 -16.52 -0.94
N 10.83 -13.67 -1.64
N 21.10 -16.69 -1.24
N 19.18 -19.07 -5.03
N 18.65 -20.98 2.28
C 16.47 -15.84 -1.98
C 20.53 -15.40 -1.60
C 22.29 -17.24 -1.61
C 20.24 -17.56 -0.49
C 15.31 -10.73 0.98
C 17.13 -12.46 0.77
C 10.53 -15.04 -1.44
C 20.04 -21.45 2.37
C 18.30 -18.95 -6.27
C 17.65 -21.83 2.49
C 16.44 -11.26 -1.17
C 20.25 -19.94 -4.85
C 18.51 -19.58 2.08
C 16.24 -17.72 -0.40
C 18.83 -18.23 -3.86
C 11.83 -12.98 -0.86
C 10.18 -12.90 -2.73
C 14.67 -15.87 -0.18
H 19.51 -17.95 -1.21
H 19.81 -17.01 0.35
H 16.95 -14.98 -1.50
H 9.69 -12.05 -2.26
H 18.32 -17.33 -4.19
H 22.39 -18.27 -1.23
H 15.04 -9.74 0.64
H 17.30 -11.72 -1.65
H 10.87 -12.40 -3.42
H 17.92 -22.88 2.67
H 20.62 -21.18 3.25
H 18.16 -18.80 -3.21
H 13.80 -15.70 -0.82
H 20.74 -18.40 -0.01
H 19.91 -15.48 -2.49
H 16.53 -10.22 -1.49
H 19.70 -17.85 -3.31
H 20.63 -21.09 1.53
H 20.12 -22.54 2.32
H 18.62 -19.20 1.06
H 18.71 -19.39 -7.19
H 17.33 -19.41 -6.10
H 9.41 -13.39 -3.32
H 17.19 -16.45 -2.53
H 14.95 -14.87 0.17
H 15.59 -17.91 0.47
H 11.77 -13.34 0.16
H 15.57 -10.90 2.03
H 18.00 -17.91 -6.44
H 11.68 -11.90 -0.76
H 19.23 -19.06 2.70
H 17.12 -12.51 1.87
H 9.91 -15.41 -2.28
H 14.32 -11.15 0.81
H 17.55 -19.27 2.48
H 15.95 -15.52 -2.88
H 15.64 -11.69 -1.76
H 21.34 -14.69 -1.77
H 14.25 -16.39 0.68
H 19.90 -14.95 -0.84
H 12.83 -13.10 -1.28
H 20.77 -19.72 -3.91
*
```

Results
E_HOMO (alpha / beta)   -0.4033 / -0.4033 Eh
Gap between HOMO and LUMO (alpha / beta)   7.290 / 2.634 eV

These are the Mulliken partial charges, in e, on atoms 1 to 6:
1 O -0.34
2 O -0.53
3 O -0.60
4 O -0.54
5 O -0.53
6 O -0.62



Run b
ORCA calculation (ωB97M-V with the def2-TZVPD basis set) on a cluster of 6 separate species, C18H42N6O6 in total.

Structure (ORCA input):
```
! wB97M-V def2-TZVPD RIJCOSX def2/J DEFGRID3
* xyz 1 2
O -0.44 -4.10 -0.27
O -3.17 -2.45 -4.74
O 7.97 -0.95 0.93
O -2.18 4.90 3.75
O -1.74 1.47 -1.94
O 3.02 -0.85 0.29
N -2.79 3.02 2.80
N 5.86 -0.58 0.11
N -2.70 -0.31 -4.10
N -3.44 2.32 -0.67
N 1.46 0.71 -0.12
N 0.35 -3.05 1.48
C 6.36 0.01 -1.13
C 6.73 -0.94 1.07
C -4.28 4.91 2.85
C -0.97 -2.12 -4.01
C -0.02 -4.23 0.85
C -2.97 4.27 3.13
C 1.72 1.51 1.03
C -1.57 2.28 2.98
C 6.15 -1.15 2.50
C 2.16 -0.36 -0.39
C -2.67 1.35 -1.13
C -2.41 -1.64 -4.25
C -0.07 -5.61 1.52
C -3.19 -0.06 -0.75
C -3.28 3.72 -0.89
C 1.25 -2.90 2.58
C -4.04 0.20 -4.23
C 1.78 -0.98 -1.77
H 0.32 -2.25 0.87
H -0.56 -6.42 0.98
H -2.03 0.21 -3.55
H -3.90 5.82 2.40
H -3.54 2.53 2.32
H -2.60 -0.47 0.06
H 5.34 -1.87 2.60
H -4.77 -0.17 -3.52
H -0.32 -5.36 2.55
H -0.82 2.75 2.34
H 5.62 0.36 -1.84
H -0.70 -3.08 -4.47
H -3.87 4.07 -1.74
H 5.78 -0.22 2.93
H 4.86 -0.65 0.25
H -3.56 4.20 0.04
H 1.02 -0.37 -2.26
H -1.69 1.26 2.64
H 1.55 -2.04 -1.85
H -3.95 2.07 0.15
H 7.03 0.86 -0.96
H -4.24 1.27 -4.28
H -4.35 -0.25 -5.17
H 0.77 1.12 -0.73
H 2.78 1.78 1.04
H -1.27 2.18 4.03
H 7.01 -1.50 3.08
H 2.13 -3.51 2.38
H 6.96 -0.68 -1.72
H -4.85 5.00 3.78
H -3.01 -0.87 -1.46
H 0.89 -6.13 1.58
H -2.23 3.98 -1.02
H 1.44 0.99 1.94
H -4.83 4.29 2.14
H 0.70 -3.28 3.44
H -0.25 -1.38 -4.36
H 1.20 2.46 0.94
H -0.86 -2.12 -2.93
H 2.55 -0.95 -2.53
H 1.51 -1.86 2.80
H -4.20 -0.17 -0.37
*
```

Results
E_HOMO (alpha / beta)   -0.4082 / -0.4081 Eh
Gap between HOMO and LUMO (alpha / beta)   7.218 / 2.024 eV

These are the Mulliken partial charges, in e, on atoms 1 to 6:
1 O -0.27
2 O -0.63
3 O -0.65
4 O -0.61
5 O -0.81
6 O -0.83



Which structure loses on stability? run a does.



Run a
ORCA calculation (ωB97M-V with the def2-TZVPD basis set) on the molecule C3H5O2P.

Structure (ORCA input):
```
! wB97M-V def2-TZVPD RIJCOSX def2/J DEFGRID3
* xyz 0 1
P -1.86 -0.51 0.72
O 2.31 0.95 1.03
O 0.80 -0.81 1.06
C 1.43 0.29 0.69
C 0.40 0.37 -0.76
C -0.17 -0.88 0.00
H 1.01 0.21 -1.64
H -2.32 0.03 -0.55
H -1.25 0.86 1.05
H -0.08 -1.75 -0.64
H -0.27 1.24 -0.96
*
```

Results
Structure (SMILES)   O=C1C[C@H](P)O1
E_HOMO   -0.3602 Eh
Gap between HOMO and LUMO   10.543 eV

These are the Mulliken partial charges, in e, on atoms 1 to 6:
1 P -0.09
2 O -0.44
3 O -0.32
4 C 0.54
5 C -0.72
6 C -0.04



Run b
ORCA calculation (ωB97M-V with the def2-TZVPD basis set) on the molecule C3H5O2P.

Structure (ORCA input):
```
! wB97M-V def2-TZVPD RIJCOSX def2/J DEFGRID3
* xyz 0 1
P -1.69 -0.21 -0.36
O -2.88 0.50 0.15
O 2.11 0.43 0.24
C 0.12 0.23 0.05
C 1.24 -0.62 0.76
C 1.02 1.14 -0.30
H 1.20 -1.62 0.31
H 0.93 2.13 -0.79
H 1.33 -0.47 1.85
H -1.88 -1.58 -0.13
H -1.50 0.07 -1.77
*
```

Results
Structure (SMILES)   O=[PH2]C1=COC1
E_HOMO   -0.3555 Eh
Gap between HOMO and LUMO   10.235 eV

These are the Mulliken partial charges, in e, on atoms 1 to 6:
1 P 0.37
2 O -0.62
3 O -0.38
4 C -0.02
5 C -0.22
6 C -0.17



Which structure loses on stability? run b does.